10 unconnected molecules or ions with the total composition C48H110Cl6O21 at a distorted geometry, computed with wB97M-V/def2-TZVPD.

Bonds (Å) are listed after each position.
Atoms and positions in Å:
1 Cl -10.41 14.99 17.43  C2 1.757
2 C -10.04 13.35 17.95  Cl1 1.757, C3 1.525, H5 1.089, H6 1.092
3 C -8.64 13.16 18.53  C2 1.525, Cl4 1.795, H7 1.086, H8 1.086
4 Cl -7.39 13.35 17.26  C3 1.795
5 H -10.31 12.68 17.13  C2 1.089
6 H -10.79 13.08 18.70  C2 1.092
7 H -8.48 12.15 18.87  C3 1.086
8 H -8.48 13.88 19.33  C3 1.086
9 Cl -7.10 8.91 15.53  C10 1.793
10 C -7.20 10.25 14.35  Cl9 1.793, C11 1.527, H13 1.084, H14 1.088
11 C -8.38 11.18 14.63  C10 1.527, Cl12 1.800, H15 1.086, H16 1.085
12 Cl -9.88 10.27 14.22  C11 1.800
13 H -7.24 9.85 13.34  C10 1.084
14 H -6.31 10.86 14.49  C10 1.088
15 H -8.30 12.05 13.98  C11 1.086
16 H -8.38 11.45 15.68  C11 1.085
17 Cl -9.70 9.80 17.74  C18 1.808
18 C -10.47 8.24 17.24  Cl17 1.808, C19 1.504, H21 1.088, H22 1.091
19 C -10.07 7.03 18.05  C18 1.504, Cl20 1.787, H23 1.089, H24 1.085
20 Cl -10.62 7.15 19.74  C19 1.787
21 H -10.23 8.13 16.18  C18 1.088
22 H -11.54 8.41 17.27  C18 1.091
23 H -8.98 7.00 18.06  C19 1.089
24 H -10.49 6.15 17.58  C19 1.085
25 C 0.83 11.70 20.25  O26 1.403, H34 1.102, H35 1.096, H36 1.086
26 O -0.54 11.88 20.00  C25 1.403, C27 1.416
27 C -0.87 13.11 19.38  O26 1.416, C28 1.493, H37 1.098, H38 1.096
28 C -2.22 13.03 18.76  C27 1.493, O29 1.421, H39 1.096, H40 1.097
29 O -2.31 11.93 17.87  C28 1.421, C30 1.411
30 C -3.65 11.60 17.56  O29 1.411, C31 1.511, H41 1.098, H42 1.098
31 C -3.66 10.60 16.44  C30 1.511, O32 1.407, H43 1.095, H44 1.097
32 O -3.20 9.37 16.95  C31 1.407, C33 1.401
33 C -3.18 8.32 16.01  O32 1.401, H45 1.090, H46 1.096, H47 1.094
34 H 1.10 12.44 21.03  C25 1.102
35 H 1.44 11.90 19.36  C25 1.096
36 H 1.01 10.71 20.64  C25 1.086
37 H -0.09 13.30 18.63  C27 1.098
38 H -0.78 13.90 20.15  C27 1.096
39 H -2.43 13.96 18.21  C28 1.096
40 H -2.99 12.84 19.51  C28 1.097
41 H -4.20 12.51 17.30  C30 1.098
42 H -4.11 11.17 18.46  C30 1.098
43 H -3.00 10.90 15.62  C31 1.095
44 H -4.65 10.54 15.98  C31 1.097
45 H -2.69 7.47 16.49  C33 1.090
46 H -2.58 8.52 15.11  C33 1.096
47 H -4.15 8.00 15.63  C33 1.094
48 C -2.84 11.08 12.94  O49 1.408, H57 1.093, H58 1.089, H59 1.097
49 O -3.71 10.02 13.24  C48 1.408, C50 1.406
50 C -4.75 9.82 12.32  O49 1.406, C51 1.530, H60 1.098, H61 1.094
51 C -4.37 9.11 11.02  C50 1.530, O52 1.400, H62 1.100, H63 1.095
52 O -3.72 9.93 10.08  C51 1.400, C53 1.428
53 C -4.52 11.01 9.59  O52 1.428, C54 1.493, H64 1.095, H65 1.095
54 C -4.10 11.36 8.21  C53 1.493, O55 1.428, H66 1.097, H67 1.094
55 O -2.77 11.89 8.27  C54 1.428, C56 1.404
56 C -2.23 12.26 7.03  O55 1.404, H68 1.094, H69 1.095, H70 1.094
57 H -2.46 11.06 11.91  C48 1.093
58 H -2.00 11.01 13.63  C48 1.089
59 H -3.29 12.07 13.08  C48 1.097
60 H -5.26 10.76 12.08  C50 1.098
61 H -5.51 9.23 12.85  C50 1.094
62 H -5.23 8.54 10.65  C51 1.100
63 H -3.68 8.29 11.24  C51 1.095
64 H -4.37 11.85 10.27  C53 1.095
65 H -5.58 10.75 9.64  C53 1.095
66 H -4.74 12.16 7.82  C54 1.097
67 H -4.10 10.51 7.51  C54 1.094
68 H -1.48 11.57 6.64  C56 1.094
69 H -1.71 13.20 7.20  C56 1.095
70 H -2.98 12.46 6.25  C56 1.094
71 C -7.33 9.73 7.52  O72 1.425, H80 1.085, H81 1.094, H82 1.094
72 O -7.47 9.76 8.93  C71 1.425, C73 1.412
73 C -8.39 10.75 9.33  O72 1.412, C74 1.522, H83 1.094, H84 1.097
74 C -8.38 10.85 10.85  C73 1.522, O75 1.412, H85 1.094, H86 1.097
75 O -7.24 11.48 11.40  C74 1.412, C76 1.409
76 C -7.27 12.88 11.23  O75 1.409, C77 1.515, H87 1.099, H88 1.094
77 C -6.18 13.50 12.07  C76 1.515, O78 1.405, H89 1.097, H90 1.101
78 O -6.25 13.06 13.40  C77 1.405, C79 1.397
79 C -5.30 13.68 14.23  O78 1.397, H91 1.091, H92 1.097, H93 1.097
80 H -6.42 9.19 7.26  C71 1.085
81 H -7.32 10.74 7.11  C71 1.094
82 H -8.22 9.24 7.12  C71 1.094
83 H -9.41 10.55 8.99  C73 1.094
84 H -8.08 11.72 8.93  C73 1.097
85 H -8.41 9.83 11.26  C74 1.094
86 H -9.32 11.28 11.21  C74 1.097
87 H -8.21 13.31 11.60  C76 1.099
88 H -7.17 13.30 10.22  C76 1.094
89 H -6.26 14.59 11.99  C77 1.097
90 H -5.19 13.23 11.67  C77 1.101
91 H -5.35 13.37 15.27  C79 1.091
92 H -5.40 14.77 14.28  C79 1.097
93 H -4.29 13.44 13.88  C79 1.097
94 C -5.82 16.97 11.48  O95 1.402, H103 1.096, H104 1.095, H105 1.095
95 O -6.87 16.05 11.34  C94 1.402, C96 1.418
96 C -8.12 16.72 11.37  O95 1.418, C97 1.521, H106 1.094, H107 1.099
97 C -9.23 15.69 11.51  C96 1.521, O98 1.402, H108 1.098, H109 1.094
98 O -9.11 15.02 12.73  C97 1.402, C99 1.419
99 C -9.98 13.92 12.89  O98 1.419, C100 1.519, H110 1.088, H111 1.097
100 C -11.46 14.27 13.04  C99 1.519, O101 1.419, H112 1.093, H113 1.097
101 O -12.04 14.36 11.75  C100 1.419, C102 1.417
102 C -13.45 14.52 11.80  O101 1.417, H114 1.087, H115 1.094, H116 1.094
103 H -5.76 17.44 12.47  C94 1.096
104 H -5.82 17.70 10.67  C94 1.095
105 H -4.84 16.48 11.41  C94 1.095
106 H -8.29 17.38 10.52  C96 1.094
107 H -8.13 17.33 12.28  C96 1.099
108 H -9.07 14.98 10.68  C97 1.098
109 H -10.18 16.24 11.43  C97 1.094
110 H -9.59 13.43 13.78  C99 1.088
111 H -9.90 13.25 12.03  C99 1.097
112 H -11.55 15.22 13.57  C100 1.093
113 H -11.89 13.41 13.58  C100 1.097
114 H -13.75 15.04 10.89  C102 1.087
115 H -13.75 15.13 12.66  C102 1.094
116 H -13.92 13.54 11.89  C102 1.094
117 C -6.41 0.14 22.01  O118 1.405, H126 1.088, H127 1.097, H128 1.097
118 O -6.42 0.99 20.89  C117 1.405, C119 1.405
119 C -5.38 0.73 19.99  O118 1.405, C120 1.534, H129 1.091, H130 1.100
120 C -5.65 1.49 18.68  C119 1.534, O121 1.406, H131 1.092, H132 1.094
121 O -5.79 2.88 18.78  C120 1.406, C122 1.426
122 C -4.63 3.58 19.22  O121 1.426, C123 1.492, H133 1.095, H134 1.095
123 C -4.93 5.02 19.42  C122 1.492, O124 1.431, H135 1.094, H136 1.095
124 O -5.07 5.67 18.15  C123 1.431, C125 1.424
125 C -5.33 7.06 18.36  O124 1.424, H137 1.089, H138 1.095, H139 1.094
126 H -7.41 0.03 22.42  C117 1.088
127 H -5.73 0.51 22.78  C117 1.097
128 H -6.04 -0.87 21.77  C117 1.097
129 H -5.12 -0.32 19.85  C119 1.091
130 H -4.46 1.21 20.36  C119 1.100
131 H -6.64 1.16 18.34  C120 1.092
132 H -4.92 1.25 17.90  C120 1.094
133 H -3.82 3.41 18.50  C122 1.095
134 H -4.37 3.15 20.20  C122 1.095
135 H -4.07 5.53 19.88  C123 1.094
136 H -5.84 5.09 20.03  C123 1.095
137 H -5.46 7.53 17.39  C125 1.089
138 H -4.43 7.50 18.80  C125 1.095
139 H -6.25 7.18 18.94  C125 1.094
140 C -12.83 11.98 3.92  O141 1.414, H149 1.093, H150 1.092, H151 1.086
141 O -13.00 12.41 5.26  C140 1.414, C142 1.429
142 C -13.34 11.36 6.16  O141 1.429, C143 1.500, H152 1.094, H153 1.100
143 C -13.22 11.75 7.61  C142 1.500, O144 1.423, H154 1.094, H155 1.095
144 O -11.84 11.81 7.95  C143 1.423, C145 1.410
145 C -11.61 12.30 9.25  O144 1.410, C146 1.540, H156 1.092, H157 1.091
146 C -12.09 11.33 10.34  C145 1.540, O147 1.393, H158 1.097, H159 1.100
147 O -11.55 10.07 10.11  C146 1.393, C148 1.407
148 C -11.96 9.14 11.09  O147 1.407, H160 1.090, H161 1.097, H162 1.093
149 H -13.80 11.90 3.43  C140 1.093
150 H -12.31 11.02 3.87  C140 1.092
151 H -12.24 12.76 3.44  C140 1.086
152 H -12.75 10.48 5.92  C142 1.094
153 H -14.40 11.20 5.91  C142 1.100
154 H -13.70 10.97 8.21  C143 1.094
155 H -13.65 12.73 7.85  C143 1.095
156 H -12.09 13.27 9.33  C145 1.092
157 H -10.53 12.33 9.40  C145 1.091
158 H -13.17 11.40 10.48  C146 1.097
159 H -11.69 11.77 11.27  C146 1.100
160 H -11.67 8.13 10.80  C148 1.090
161 H -13.05 9.07 11.25  C148 1.097
162 H -11.51 9.41 12.05  C148 1.093
163 C -7.54 4.95 16.10  O164 1.421, H172 1.088, H173 1.097, H174 1.093
164 O -8.91 4.56 16.15  C163 1.421, C165 1.413
165 C -9.49 4.27 14.90  O164 1.413, C166 1.515, H175 1.092, H176 1.095
166 C -10.00 5.54 14.25  C165 1.515, O167 1.424, H177 1.093, H178 1.098
167 O -11.16 5.97 14.95  C166 1.424, C168 1.432
168 C -11.91 6.96 14.24  O167 1.432, C169 1.507, H179 1.094, H180 1.092
169 C -12.97 6.33 13.37  C168 1.507, O170 1.430, H181 1.096, H182 1.094
170 O -12.42 5.73 12.20  C169 1.430, C171 1.425
171 C -13.44 5.03 11.49  O170 1.425, H183 1.090, H184 1.092, H185 1.091
172 H -7.25 4.96 17.14  C163 1.088
173 H -7.50 5.96 15.67  C163 1.097
174 H -6.89 4.27 15.54  C163 1.093
175 H -10.36 3.61 14.99  C165 1.092
176 H -8.80 3.78 14.21  C165 1.095
177 H -10.12 5.36 13.18  C166 1.093
178 H -9.25 6.32 14.39  C166 1.098
179 H -11.24 7.63 13.69  C168 1.094
180 H -12.33 7.52 15.07  C168 1.092
181 H -13.73 7.08 13.12  C169 1.096
182 H -13.41 5.51 13.95  C169 1.094
183 H -14.26 4.69 12.12  C171 1.090
184 H -12.97 4.14 11.07  C171 1.092
185 H -13.79 5.64 10.66  C171 1.091

Calculated values
- SMILES string: COCCOCCOC.COCCOCCOC.COCCOCCOC.COCCOCCOC.COCCOCCOC.COCCOCCOC.COCCOCCOC.ClCCCl.ClCCCl.ClCCCl
- Calculated total energy: -6235.6334 a.u.
- Energy relative to the best compared isomer or geometry (same formula, charge and spin): 0.000 eV
- Lowest unoccupied orbital energy: 0.45 eV